{
  "formula": "C2H7NO3",
  "method": "ωB97M-V/def2-TZVPD",
  "symbols": ["O", "C", "O", "C", "N", "H", "H", "H", "H", "H", "H", "H", "O"],
  "xyz": [[1.304, -0.180, 0.316], [0.706, 0.838, 0.313], [0.473, 1.636, 1.333], [0.079, 1.584, -0.956], [-0.116, 0.768, -2.059], [0.886, 1.218, 2.112], [0.752, 2.412, -1.153], [-0.857, 1.963, -0.539], [0.717, 0.490, -2.594], [-0.883, 0.102, -2.014], [-1.748, -3.197, 1.580], [-1.235, -3.710, 0.254], [-1.942, -3.841, 0.892]],
  "atomic_forces_ev_per_a": [[-0.2, -0.1, -0.5], [0.6, -0.1, 0.6], [-0.1, -0.1, 0.1], [-0.7, 0.4, -0.3], [0.9, -0.4, 0.8], [-0.1, 0.2, 0.1], [0.3, 0.0, -0.1], [-0.1, -0.1, -0.2], [-0.6, 0.2, -0.1], [-0.1, 0.0, -0.4], [-0.1, -0.1, 0.2], [0.0, -0.2, 0.0], [0.1, 0.3, -0.1]],
  "spin_multiplicity": 2,
  "de_lowest_kj_mol": 50.7,
  "lumo_ha": [-0.14417, -0.34212],
  "charge": 1,
  "orbital_gap_ev": [10.20, 4.82],
  "s_squared": 0.76
}



{
  "formula": "C2H7NO4",
  "method": "ωB97M-V/def2-TZVPD",
  "symbols": ["C", "C", "N", "O", "O", "O", "O", "H", "H", "H", "H", "H", "H", "H"],
  "xyz": [[-0.976, -0.142, -0.310], [2.031, 0.085, 0.043], [-2.045, 0.525, 0.320], [0.648, 0.402, 1.393], [0.292, 0.682, -0.051], [-1.145, -0.142, -1.664], [-0.727, -1.397, 0.185], [-0.238, -1.222, 1.022], [-0.616, -0.865, -2.024], [-2.201, 1.430, -0.107], [-1.846, 0.640, 1.308], [1.913, -0.988, 0.006], [2.707, 0.446, 0.804], [2.204, 0.547, -0.924]],
  "atomic_forces_ev_per_a": [[0.4, 0.1, 0.2], [-0.5, 0.1, 0.1], [0.0, -0.1, -0.1], [-0.1, 0.0, -0.8], [0.2, -0.4, 0.5], [0.1, 0.0, 0.2], [0.0, 0.2, 0.0], [0.0, 0.1, -0.1], [0.0, 0.0, 0.0], [0.0, 0.0, 0.0], [0.0, 0.0, 0.0], [0.0, 0.0, 0.0], [-0.1, 0.0, 0.0], [0.0, 0.0, 0.0]],
  "de_lowest_kj_mol": 636.4,
  "lumo_ha": 0.01182,
  "orbital_gap_ev": 9.46
}



{
  "formula": "C2H7NO5",
  "method": "ωB97M-V/def2-TZVPD",
  "symbols": ["C", "C", "N", "O", "O", "H", "H", "H", "H", "H", "O", "O", "O", "H", "H"],
  "xyz": [[-0.661, -1.798, -0.437], [-0.213, -0.535, 0.253], [2.035, 0.097, 0.793], [1.209, -0.275, -0.229], [-0.491, -0.226, 1.405], [2.734, 0.704, 0.372], [1.475, 0.584, 1.500], [-1.750, -1.796, -0.482], [-0.262, -1.868, -1.448], [-0.327, -2.651, 0.156], [-0.948, 0.819, -0.808], [0.690, 1.899, -0.748], [-1.952, 1.385, -0.024], [-1.617, 1.146, 0.877], [0.078, 2.514, -1.182]],
  "atomic_forces_ev_per_a": [[-0.7, 0.7, -0.5], [4.0, -1.4, 1.4], [0.9, 0.2, 1.4], [-3.3, -1.6, -0.4], [-0.3, 0.3, -1.0], [-0.3, 0.2, 0.1], [0.3, 0.1, -0.3], [0.0, -0.2, 0.0], [0.1, 0.0, 0.1], [0.1, 0.2, 0.0], [-2.2, 1.7, 0.6], [-0.8, 0.4, -0.1], [2.1, -0.7, -1.6], [0.0, -0.4, 0.3], [0.2, 0.3, -0.1]],
  "de_lowest_kj_mol": 977.8,
  "lumo_ha": [-0.08532, -0.06519],
  "orbital_gap_ev": [6.28, 6.63]
}



{
  "formula": "C2H7NOS2",
  "method": "ωB97M-V/def2-TZVPD",
  "symbols": ["N", "C", "O", "H", "H", "H", "C", "S", "S", "H", "H", "H", "H"],
  "xyz": [[0.803, 1.837, -1.203], [1.474, 1.791, -0.010], [1.288, 0.965, 0.917], [0.178, 1.035, -1.412], [0.984, 2.553, -1.835], [2.166, 2.628, 0.135], [-0.249, -1.717, 1.068], [-0.606, -1.413, -0.651], [-2.458, -0.541, -0.712], [-0.367, -0.858, 1.695], [0.793, -2.050, 1.187], [-0.766, -2.573, 1.544], [-3.240, -1.659, -0.723]],
  "atomic_forces_ev_per_a": [[-0.4, -2.5, 2.2], [-1.1, -1.4, 1.8], [0.5, 1.8, -2.6], [0.7, 1.0, 0.1], [0.3, 1.1, -1.2], [0.2, 0.0, -0.1], [0.4, -1.3, 1.2], [0.1, -0.2, -0.3], [-0.3, -0.5, 0.2], [-0.1, 0.7, 0.1], [0.0, 0.5, -0.6], [-0.4, 0.5, -0.7], [0.3, 0.4, 0.0]],
  "de_lowest_kj_mol": 29.9,
  "lumo_ha": 0.02276,
  "orbital_gap_ev": 9.67,
  "smiles": "NC=O.CSS"
}



{
  "formula": "C2H7NS2",
  "method": "ωB97M-V/def2-TZVPD",
  "symbols": ["C", "C", "N", "H", "H", "H", "H", "H", "S", "S", "H", "H"],
  "xyz": [[-1.647, -0.299, 1.176], [-0.667, -0.502, 0.268], [-0.944, -0.330, -1.100], [-2.344, 0.686, 1.077], [-1.679, -0.805, 2.119], [0.285, -1.107, 0.399], [-1.874, -0.461, -1.309], [-0.274, -1.060, -1.593], [2.831, 1.012, 0.885], [2.920, 0.959, -1.201], [1.662, 0.324, 0.770], [1.730, 1.583, -1.491]],
  "atomic_forces_ev_per_a": [[-0.3, 3.0, 0.0], [-1.0, -1.8, -0.1], [5.5, -1.1, -0.7], [1.2, -3.0, -0.2], [0.5, 0.3, 0.6], [-1.4, 0.6, 0.4], [-2.2, -0.4, -0.6], [-2.3, 2.4, 0.7], [-0.9, -0.3, -0.7], [-0.3, 0.3, -0.3], [0.5, 0.2, 0.8], [0.7, -0.2, 0.3]],
  "de_lowest_kj_mol": 206.7,
  "lumo_ha": 0.01151,
  "orbital_gap_ev": 8.75,
  "smiles": "C=CN.SS"
}



{
  "formula": "C2H7NSi",
  "method": "ωB97M-V/def2-TZVPD",
  "symbols": ["C", "C", "N", "Si", "H", "H", "H", "H", "H", "H", "H"],
  "xyz": [[0.756, 0.651, -0.210], [1.805, 0.248, -1.119], [-0.237, -1.039, 0.691], [-1.828, -0.430, 1.095], [0.009, 1.453, -0.540], [1.694, 0.560, -2.172], [1.788, -0.846, -0.993], [2.803, 0.433, -0.723], [-2.010, -0.323, 2.633], [-2.797, -1.558, 0.815], [-1.983, 0.851, 0.523]],
  "atomic_forces_ev_per_a": [[-3.5, -0.7, 0.4], [0.6, -1.8, 0.5], [2.3, 2.7, -1.7], [-0.1, -1.5, 2.1], [0.8, -1.3, 1.1], [0.0, -0.1, 0.6], [0.0, 0.0, -0.8], [0.2, 0.7, -0.1], [0.3, 0.1, -1.0], [0.2, 0.6, -0.4], [-0.8, 1.2, -0.6]],
  "de_lowest_kj_mol": 598.2,
  "lumo_ha": [-0.01719, -0.02925],
  "orbital_gap_ev": [9.71, 8.04]
}



{
  "formula": "C2H7O2",
  "method": "ωB97M-V/def2-TZVPD",
  "symbols": ["O", "H", "C", "O", "C", "H", "H", "H", "H", "H", "H"],
  "xyz": [[1.060, 2.427, 1.140], [1.272, 2.141, 2.035], [-0.271, -0.250, 0.094], [0.992, 0.283, -0.051], [-0.602, -1.248, -1.008], [-1.040, 0.542, 0.067], [-0.391, -0.753, 1.060], [1.026, 1.309, 0.535], [0.095, -2.088, -1.023], [-0.520, -0.738, -1.966], [-1.621, -1.626, -0.884]],
  "atomic_forces_ev_per_a": [[0.0, -0.5, 0.0], [0.0, 0.1, 0.0], [0.2, 0.3, -0.2], [0.0, 0.0, 0.0], [0.0, 0.1, 0.0], [-0.1, 0.0, 0.1], [-0.1, -0.2, 0.4], [0.1, 0.3, -0.1], [0.0, 0.0, 0.1], [-0.1, 0.0, -0.2], [-0.1, -0.1, -0.1]],
  "de_lowest_kj_mol": 7.2,
  "lumo_ha": 0.16473,
  "charge": -1,
  "orbital_gap_ev": 8.04
}



{
  "formula": "C2H7O2",
  "method": "ωB97M-V/def2-TZVPD",
  "symbols": ["O", "H", "C", "O", "C", "H", "H", "H", "H", "H", "H"],
  "xyz": [[1.935, 1.475, -1.860], [1.065, 1.217, -1.365], [-0.104, -0.372, 0.148], [-0.230, 0.546, -0.852], [-1.404, -0.677, 0.944], [0.677, 0.078, 0.822], [0.345, -1.365, -0.071], [2.622, 1.453, -1.185], [-2.108, 0.149, 0.900], [-1.051, -0.872, 1.967], [-1.746, -1.632, 0.551]],
  "atomic_forces_ev_per_a": [[0.3, 0.3, 0.2], [-0.1, -0.6, -0.2], [0.9, 1.9, 0.4], [-0.6, -0.6, -0.4], [1.5, -0.5, 0.1], [-0.3, -0.5, 0.6], [-0.1, -0.2, -0.6], [-0.2, 0.0, -0.1], [-0.1, -0.1, -0.1], [-0.5, 0.1, 0.1], [-0.8, 0.2, 0.0]],
  "de_lowest_kj_mol": 39.2,
  "lumo_ha": 0.17109,
  "charge": -1,
  "orbital_gap_ev": 7.42
}